A molecular structure, C4H4I4 at a distorted geometry, computed with ωB97M-V with the def2-TZVPD basis set.

Geometry as ORCA input:
```
! RIJCOSX wB97M-V def2-TZVPD def2/J DEFGRID3
* xyz 0 1
C 0.427 -0.232 1.353
C 0.259 0.392 0.213
C -0.249 -0.197 -2.481
C -0.909 -0.187 -1.142
I 1.250 -1.774 -2.618
I 0.505 1.741 -3.053
I -1.623 -2.133 -0.563
I -2.549 1.225 -1.230
H 1.177 0.187 2.108
H 0.192 -1.172 1.485
H 0.697 1.271 -0.099
H -1.123 -0.404 -3.283
*
```

## Properties
- lowest unoccupied orbital energy (Ha) = -0.0143

---

A single C3H4N4 molecule at a distorted geometry, computed with ωB97M-V with the def2-TZVPD basis set.

Geometry as ORCA input:
```
! RIJCOSX wB97M-V def2-TZVPD def2/J DEFGRID3
* xyz 0 1
N -1.392 -1.210 0.459
C -0.414 -0.362 0.006
C 1.053 -0.377 0.054
N 1.612 0.889 0.353
C 0.717 1.677 -0.099
N -0.407 1.035 -0.691
N 0.102 -0.247 -1.267
H -1.696 -1.038 1.407
H -2.152 -1.359 -0.191
H 1.662 -1.274 0.183
H 0.722 2.756 0.012
*
```

## Properties
- lowest unoccupied orbital energy (Ha) = 0.0337
- SMILES = N[C@]12[C@@H]3N=CN1N32

---

A single C9H11N5O molecule at a distorted geometry, computed with ωB97M-V with the def2-TZVPD basis set.

Geometry as ORCA input:
```
! RIJCOSX wB97M-V def2-TZVPD def2/J DEFGRID3
* xyz 0 1
C 0.748 4.356 1.234
C 0.809 3.084 0.407
C 0.453 1.783 0.535
N 0.743 1.204 -0.610
C 0.652 -0.158 -0.817
C -0.408 -1.090 0.300
N -0.977 -0.653 1.363
N -1.723 -1.706 1.776
C -1.548 -2.701 0.930
C -2.165 -4.060 0.964
O -0.649 -2.380 -0.029
C 1.675 -0.971 -1.672
C 0.338 -0.611 -2.205
N 1.360 2.053 -1.439
N 1.407 3.160 -0.778
H 1.139 5.216 0.599
H -0.206 4.543 1.609
H 1.441 4.133 2.138
H -0.212 1.232 1.214
H -1.423 -4.877 1.226
H -3.068 -3.840 1.580
H -2.479 -4.199 -0.111
H 1.775 -1.921 -1.296
H 2.519 -0.350 -1.865
H 0.233 0.222 -2.869
H -0.433 -1.471 -2.185
*
```

## Properties
- lowest unoccupied orbital energy (Ha) = 0.0207
- SMILES = Cc1cn(C2(c3nnc(C)o3)CC2)nn1

---

A molecular structure, C41H40Br2Cl2N2O4PSn at a distorted geometry, computed with ωB97M-V with the def2-TZVPD basis set.

Geometry as ORCA input:
```
! RIJCOSX wB97M-V def2-TZVPD def2/J DEFGRID3
* xyz 1 1
Sn 0.560 0.685 -1.831
Cl 0.979 2.608 -6.552
C 0.462 3.557 -5.210
C 0.199 4.913 -5.401
C -0.187 5.696 -4.340
Cl -0.503 7.373 -4.589
C -0.310 5.146 -3.046
C -0.646 5.886 -1.898
C -0.682 5.267 -0.675
C -0.410 3.898 -0.605
N -0.112 3.173 -1.658
C -0.042 3.757 -2.872
C 0.344 2.928 -3.971
O 0.590 1.662 -3.829
H 0.321 5.338 -6.388
H -0.858 6.939 -2.002
H -0.914 5.822 0.220
H -0.422 3.379 0.344
C 4.607 -0.589 0.705
C 3.114 -0.682 0.627
O 2.456 0.254 0.206
C 2.448 -1.953 0.984
C 3.148 -3.161 0.913
C 2.501 -4.378 0.993
C 1.119 -4.410 1.078
C 0.409 -3.228 1.210
C 1.061 -2.006 1.235
O 0.376 -0.826 1.504
H 4.907 0.449 0.575
H 5.038 -1.173 -0.108
H 4.995 -0.970 1.647
H 4.216 -3.141 0.772
H 3.068 -5.294 0.949
H 0.598 -5.354 1.062
H -0.665 -3.254 1.272
C 3.047 -1.366 -3.690
C 1.676 -1.866 -4.006
C 1.497 -2.808 -5.037
C 0.249 -3.287 -5.315
C -0.855 -2.818 -4.577
C -2.191 -3.216 -4.793
Br -2.591 -4.528 -6.122
C -3.218 -2.678 -4.060
C -2.930 -1.731 -3.081
Br -4.325 -0.940 -2.080
C -1.642 -1.309 -2.778
O -1.407 -0.474 -1.815
C -0.585 -1.865 -3.562
N 0.664 -1.431 -3.292
H 3.619 -1.250 -4.609
H 3.564 -2.089 -3.056
H 2.979 -0.406 -3.175
H 2.353 -3.136 -5.604
H 0.097 -4.008 -6.104
H -4.236 -2.987 -4.245
C -0.884 -0.611 5.395
C -0.374 -1.411 4.196
C 1.140 -1.590 4.317
C -1.099 -2.754 4.163
P -0.648 -0.375 2.638
C -0.116 1.330 2.977
C 1.019 1.849 2.366
C 1.401 3.162 2.594
C 0.654 3.968 3.435
C -0.483 3.458 4.044
C -0.870 2.149 3.820
C -2.361 -0.304 1.854
C -3.489 -0.190 2.876
C -2.317 0.932 0.961
C -2.566 -1.555 1.012
H -0.784 -1.218 6.295
H -1.935 -0.351 5.287
H -0.301 0.298 5.533
H 1.386 -1.922 5.322
H 1.656 -0.646 4.140
H 1.519 -2.330 3.617
H -0.940 -3.258 5.116
H -0.728 -3.412 3.383
H -2.172 -2.624 4.038
H 1.595 1.250 1.683
H 2.283 3.550 2.107
H 0.958 4.988 3.613
H -1.067 4.084 4.700
H -1.765 1.780 4.295
H -3.381 0.666 3.538
H -3.577 -1.092 3.478
H -4.423 -0.069 2.329
H -2.291 1.845 1.551
H -3.200 0.953 0.326
H -1.446 0.903 0.301
H -2.561 -2.456 1.622
H -1.821 -1.621 0.221
H -3.541 -1.491 0.534
*
```

## Properties
- lowest unoccupied orbital energy (Ha) = -0.1097

---

12 unconnected molecules or ions with the total composition C16H58N18O12 at a distorted geometry, computed with ωB97M-V with the def2-TZVPD basis set.

Geometry as ORCA input:
```
! RIJCOSX wB97M-V def2-TZVPD def2/J DEFGRID3
* xyz 0 1
C -7.463 -8.561 -7.136
O -6.718 -9.429 -6.181
C -7.072 -9.141 -4.858
C -6.596 -10.250 -3.919
C -7.386 -11.602 -3.845
N -6.727 -9.664 -2.600
H -6.819 -8.587 -8.015
H -7.383 -7.529 -6.793
H -8.495 -8.881 -7.279
H -6.614 -8.178 -4.631
H -8.134 -8.956 -4.693
H -5.530 -10.321 -4.132
H -6.767 -12.439 -3.520
H -7.827 -11.884 -4.802
H -8.092 -11.556 -3.016
H -7.688 -9.384 -2.466
H -6.634 -10.352 -1.867
C -1.159 -14.831 -6.693
O 0.068 -15.466 -6.659
C 1.146 -14.553 -6.574
C 2.436 -15.369 -6.082
C 3.662 -14.475 -6.097
N 2.718 -16.551 -6.894
H -1.362 -14.249 -7.593
H -1.163 -14.184 -5.816
H -1.980 -15.532 -6.540
H 1.333 -13.933 -7.451
H 0.992 -13.780 -5.821
H 2.238 -15.674 -5.054
H 3.776 -14.200 -7.145
H 4.601 -14.812 -5.658
H 3.510 -13.611 -5.450
H 3.616 -16.956 -6.669
H 2.789 -16.367 -7.885
N -3.291 -9.001 -4.524
C -2.340 -9.507 -3.773
N -2.517 -9.212 -2.514
O -1.399 -10.171 -4.113
H -3.119 -9.345 -5.458
H -4.180 -8.977 -4.046
H -1.928 -9.561 -1.771
H -3.165 -8.544 -2.123
N -3.096 -12.821 -4.273
C -3.656 -13.906 -3.885
N -2.824 -14.563 -3.048
O -4.708 -14.315 -4.223
H -3.597 -12.472 -5.078
H -2.167 -12.518 -4.017
H -2.026 -14.026 -2.740
H -3.047 -15.479 -2.687
N -2.209 -11.725 -1.172
C -1.677 -11.587 0.013
N -0.500 -12.014 0.302
O -2.425 -11.162 0.831
H -3.151 -11.419 -1.373
H -1.614 -12.090 -1.902
H 0.045 -12.496 -0.399
H -0.263 -11.917 1.279
N -5.402 -11.594 -7.351
C -4.114 -11.472 -7.449
N -3.741 -10.308 -7.072
O -3.397 -12.387 -7.888
H -5.776 -12.466 -7.696
H -5.945 -10.920 -6.830
H -4.463 -9.618 -6.923
H -2.760 -10.200 -7.284
N -1.833 -16.347 -0.429
C -0.691 -16.187 -0.954
N -0.061 -15.119 -0.628
O -0.191 -16.903 -1.798
H -2.159 -15.727 0.298
H -2.540 -16.759 -1.022
H -0.489 -14.488 0.035
H 0.833 -15.162 -1.096
N -5.730 -14.854 -7.004
C -5.547 -16.130 -7.135
N -6.431 -16.758 -7.867
O -4.559 -16.611 -6.685
H -6.536 -14.423 -7.433
H -5.368 -14.377 -6.191
H -7.009 -16.133 -8.411
H -6.111 -17.643 -8.233
N 0.887 -11.321 -4.071
C 0.710 -12.440 -3.418
N 1.862 -12.994 -3.372
O -0.399 -12.806 -2.936
H 1.793 -10.996 -4.376
H 0.120 -10.725 -4.349
H 1.877 -13.927 -2.984
H 2.758 -12.574 -3.573
N -3.357 -19.787 -2.849
C -3.766 -18.701 -2.300
N -4.870 -18.835 -1.627
O -3.355 -17.563 -2.497
H -3.582 -20.716 -2.524
H -2.534 -19.597 -3.403
H -5.218 -17.994 -1.189
H -5.240 -19.771 -1.538
O -1.120 -16.662 -4.328
H -0.836 -16.717 -3.415
H -2.069 -16.549 -4.278
O -6.901 -16.486 -3.103
H -6.087 -16.415 -3.603
H -6.737 -15.984 -2.305
*
```

## Properties
- lowest unoccupied orbital energy (Ha) = 0.0129
- SMILES = COC[C@H](C)N.COC[C@H](C)N.NC(N)=O.NC(N)=O.NC(N)=O.NC(N)=O.NC(N)=O.NC(N)=O.NC(N)=O.NC(N)=O.O.O

---

3 unconnected molecules or ions with the total composition C20H52N8O6P2 at a distorted geometry, computed with ωB97M-V with the def2-TZVPD basis set.

Geometry as ORCA input:
```
! RIJCOSX wB97M-V def2-TZVPD def2/J DEFGRID3
* xyz 0 1
C 2.252 4.353 -4.730
N 2.543 3.560 -3.558
C 2.069 2.190 -3.708
P 2.641 4.149 -1.953
O 3.564 3.156 -1.322
N 3.621 5.580 -1.844
C 4.477 5.957 -2.958
C 4.366 5.652 -0.589
N 1.209 5.037 -1.900
C -0.034 4.276 -1.781
C 1.030 6.459 -2.123
H 1.179 4.563 -4.863
H 2.590 3.812 -5.616
H 2.786 5.298 -4.736
H 0.973 2.123 -3.666
H 2.476 1.557 -2.920
H 2.403 1.771 -4.659
H 5.061 5.117 -3.358
H 5.171 6.736 -2.640
H 3.898 6.406 -3.767
H 5.271 5.035 -0.604
H 3.751 5.321 0.248
H 4.653 6.688 -0.396
H -0.548 4.188 -2.745
H -0.716 4.744 -1.068
H 0.164 3.268 -1.413
H 1.132 6.720 -3.181
H 1.723 7.059 -1.544
H 0.026 6.754 -1.807
C -8.012 -2.609 2.721
N -7.167 -1.694 1.991
C -7.939 -0.869 1.072
P -5.533 -1.975 1.557
O -5.005 -0.580 1.453
N -4.591 -2.567 2.888
C -5.116 -2.484 4.241
C -3.209 -2.085 2.847
N -5.694 -3.520 0.894
C -6.298 -3.609 -0.433
C -5.460 -4.797 1.540
H -8.434 -3.413 2.096
H -8.850 -2.055 3.149
H -7.498 -3.068 3.561
H -8.314 -1.445 0.213
H -7.328 -0.052 0.692
H -8.792 -0.420 1.585
H -5.545 -1.501 4.479
H -4.319 -2.692 4.956
H -5.868 -3.255 4.422
H -3.119 -1.064 3.237
H -2.825 -2.091 1.834
H -2.568 -2.742 3.438
H -7.349 -3.917 -0.381
H -5.762 -4.322 -1.064
H -6.256 -2.644 -0.942
H -6.250 -5.040 2.257
H -4.501 -4.833 2.047
H -5.443 -5.589 0.787
C 4.627 -3.643 3.103
O 5.665 -2.736 2.791
C 5.781 -2.382 1.421
C 5.681 -0.853 1.253
C 4.602 -0.371 0.305
N 4.837 -0.776 -1.098
C 4.116 -1.940 -1.487
O 4.661 -2.902 -1.937
O 2.767 -1.843 -1.374
C 2.089 -2.979 -0.838
C 1.590 -2.742 0.588
C 0.258 -2.041 0.646
N 0.005 -1.050 -0.302
O -0.582 -2.361 1.463
H 4.189 -3.339 4.053
H 3.823 -3.636 2.365
H 5.029 -4.655 3.190
H 5.076 -2.923 0.786
H 6.774 -2.686 1.085
H 6.644 -0.469 0.922
H 5.504 -0.456 2.253
H 3.600 -0.631 0.654
H 4.630 0.719 0.318
H 4.461 -0.020 -1.667
H 1.212 -3.159 -1.458
H 2.683 -3.889 -0.874
H 2.336 -2.178 1.149
H 1.491 -3.702 1.090
H -0.908 -0.668 -0.070
H 0.673 -0.287 -0.263
*
```

## Properties
- lowest unoccupied orbital energy (Ha) = 0.0144
- SMILES = CN(C)P(=O)(N(C)C)N(C)C.CN(C)P(=O)(N(C)C)N(C)C.COCCCNC(=O)OCCC(N)=O